ORCA calculation (wB97M-V/def2-TZVPD) on C2H4N3P in the gas phase at a distorted geometry.

Calculated values
E_LUMO = 0.3 eV
Relative energy (zero: lowest compared OMol25 entry of this formula, charge and spin) = 2.614 eV
HOMO energy = -0.3313 Ha
Multiplicity = 1
Energy = -584.112581 hartree

Geometry as XYZ:
```
10
Properties=species:S:1:pos:R:3:forces:R:3
P -0.064 -1.406 -1.492 1.6 -3.0 2.1
N -0.609 1.390 2.551 0.0 0.8 0.8
N -0.886 1.072 1.517 0.1 -0.8 -0.3
N 1.479 -0.254 0.341 0.9 -0.5 0.5
C -0.923 0.490 0.362 3.4 -0.7 1.2
C 0.274 -0.322 -0.001 -0.4 0.8 -1.2
H 1.789 0.384 1.064 -0.5 0.3 0.3
H 1.251 -1.326 -2.055 -0.5 0.1 0.2
H -0.554 -0.396 -2.107 -1.5 3.0 -2.3
H -1.757 0.368 -0.180 -3.1 0.1 -1.4
```
Positions in Å, forces in eV/Å.


ORCA calculation (wB97M-V/def2-TZVPD) on a gas-phase ion, C5H6N (charge +1) at a distorted geometry.

Calculated values
Charge = +1
E_LUMO = -6.0 eV
Relative energy (zero: lowest compared OMol25 entry of this formula, charge and spin) = 6.359 eV
HOMO energy = -0.5056 Ha
Multiplicity = 1
Energy = -248.382011 hartree

Geometry as XYZ:
```
12
Properties=species:S:1:pos:R:3:forces:R:3
N 0.119 -0.641 -0.671 2.2 -4.7 0.8
C -2.407 -1.001 0.224 1.3 0.0 0.0
C -3.073 -3.022 -1.226 0.1 0.5 0.6
C -1.686 -0.028 0.750 -1.3 1.0 0.8
C -2.815 -2.071 -0.382 -0.3 0.3 -0.3
C -0.262 0.324 0.332 -0.7 -0.3 1.8
H 0.009 -1.643 -0.146 0.0 2.5 -1.7
H -0.515 -0.711 -1.474 0.4 0.3 -0.2
H 0.346 0.029 1.234 -0.2 1.1 -0.9
H -0.151 1.364 -0.016 0.1 -0.5 0.3
H -2.080 0.637 1.567 0.2 -0.9 -0.9
H 1.165 -0.681 -0.891 -1.8 0.6 -0.3
```
Positions in Å, forces in eV/Å.


ORCA calculation (wB97M-V/def2-TZVPD) on a molecular structure, C55H39ClIN4O3PTi at a distorted geometry.

Calculated values
E_LUMO (alpha / beta) = -1.4 / -1.4 eV
HOMO energy (alpha / beta) = -0.1848 / -0.1849 Ha
Multiplicity = 1
Energy = -4512.818814 hartree

Geometry as XYZ:
```
105
Properties=species:S:1:pos:R:3:forces:R:3
I -2.482 -1.290 0.922 -0.4 -0.7 0.4
Ti 0.426 1.591 0.584 -2.1 2.2 -0.4
Cl 5.264 -3.346 1.906 0.2 -0.2 0.0
P -0.264 -1.955 -1.348 0.0 -0.7 -0.6
O 0.484 -0.164 0.859 1.1 -3.1 1.0
O 1.561 2.042 1.807 1.3 0.1 0.7
O -1.290 1.445 -0.821 -0.7 0.0 0.0
N -1.026 2.288 3.009 -0.8 0.3 1.3
N -1.081 2.052 1.709 0.3 0.1 -0.6
N 0.436 3.460 -0.402 -0.6 1.7 -0.4
N 1.922 1.347 -0.772 1.5 -1.4 -0.2
C 2.449 2.385 5.287 0.5 -0.1 -0.5
C 0.264 5.557 -2.251 -0.2 -0.2 0.6
C -2.315 -1.332 -3.043 -0.1 -0.1 0.0
C -1.311 3.083 7.052 -0.1 0.0 -0.2
C 4.094 -3.062 -2.398 0.2 0.0 0.0
C 2.863 3.333 -3.760 -0.4 1.2 -0.4
C -1.273 1.723 -2.214 0.0 0.0 -0.7
C -0.217 -1.389 -4.190 0.0 0.0 0.0
C 1.424 2.174 3.104 -0.7 0.4 2.1
C 0.120 2.335 3.676 0.6 -0.1 -1.0
C 1.192 3.451 -1.525 0.5 0.4 -0.8
C -2.211 -0.732 -5.360 0.0 0.1 -0.1
C 0.020 2.588 5.094 0.4 0.1 0.4
C -1.220 2.823 5.706 -0.2 0.1 0.2
C -2.821 -6.156 0.840 -0.1 0.0 0.3
C -2.369 -3.417 0.875 -0.2 0.6 0.4
C 3.330 -3.967 -1.682 0.2 -0.1 0.0
C 3.949 -1.315 0.739 -0.2 0.0 0.1
C -1.174 -5.777 -2.432 -0.1 -0.3 0.1
C 1.170 4.501 -2.487 -0.2 -0.4 0.6
C 1.450 -2.469 -1.759 -0.2 0.2 0.0
C 2.043 2.324 -1.721 1.0 1.0 -1.7
C -1.844 -4.147 -0.222 0.0 -0.3 0.0
C 2.673 -2.674 2.267 -0.4 0.4 -0.2
C -1.053 -3.636 -1.287 0.2 0.0 -0.3
C -1.842 -6.323 -1.376 0.1 0.0 -0.1
C -2.985 -4.044 1.930 0.2 0.5 -0.2
C 1.190 2.620 5.891 -0.4 0.0 -0.2
C 3.563 -1.829 -2.737 0.0 0.1 -0.1
C -3.178 -5.430 1.938 0.0 -0.3 -0.2
C -2.486 1.768 -0.182 -0.4 0.1 0.7
C -3.514 2.299 1.944 0.3 0.0 0.0
C 1.586 -0.833 1.125 0.3 -0.2 -0.5
C 2.820 -0.520 0.471 -0.4 -0.3 0.6
C -2.949 -0.934 -4.205 -0.1 0.0 0.0
C 2.015 -3.676 -1.364 0.0 0.1 0.0
C 2.259 -1.528 -2.394 0.0 -0.2 -0.1
C 2.556 2.172 3.941 0.0 0.1 0.2
C 2.022 4.419 -3.600 0.5 -0.5 -0.3
C 1.550 -1.911 2.011 0.0 -0.3 0.2
C -4.871 1.993 -0.013 0.0 0.1 -0.1
C -2.355 2.054 1.193 -0.5 0.0 -0.5
C -0.156 3.118 7.838 0.2 0.0 0.1
C 2.892 2.301 -2.839 -0.9 -0.6 1.5
C -3.735 1.754 -0.777 0.2 -0.1 -0.2
C -0.848 -0.965 -5.346 -0.1 0.1 -0.2
C 2.919 0.542 -0.464 -0.5 0.6 -0.3
C -2.167 -5.543 -0.249 0.0 0.2 0.0
C -0.482 5.557 -1.090 0.4 0.5 -0.9
C 1.069 2.890 7.267 -0.1 0.0 0.1
C -0.940 -1.562 -3.016 0.1 0.2 0.1
C -0.753 -4.449 -2.359 -0.2 0.2 0.2
C -0.356 4.518 -0.181 0.7 -1.2 0.3
C 3.864 -2.370 1.618 0.3 0.3 -0.3
C -4.755 2.258 1.343 0.0 0.0 -0.2
H 2.632 -3.504 2.954 0.0 -0.1 0.1
H -0.155 -4.049 -3.165 0.0 0.0 -0.1
H -1.571 2.761 -2.407 0.1 -0.1 0.1
H -3.846 1.521 -1.824 0.0 0.0 -0.2
H 5.102 -3.315 -2.686 0.2 0.0 0.0
H -0.235 3.331 8.895 0.0 0.0 0.1
H 0.844 -1.587 -4.224 0.0 0.0 0.0
H 3.514 1.993 3.471 0.1 0.0 0.0
H 1.968 2.917 7.867 0.1 0.0 0.1
H 0.159 6.350 -2.974 0.0 0.1 -0.1
H -5.643 2.422 1.935 -0.1 0.1 0.1
H -2.889 -1.459 -2.136 -0.1 0.0 0.1
H -2.137 -7.361 -1.379 0.0 -0.1 0.0
H -0.899 4.527 0.757 -0.1 -0.2 -0.1
H -0.253 1.564 -2.570 -0.2 -0.1 0.0
H -3.401 2.512 2.995 0.0 0.0 0.0
H -3.653 -5.897 2.788 -0.1 -0.1 0.0
H -0.266 -0.814 -6.244 0.0 0.0 -0.1
H -3.360 -3.452 2.751 0.0 0.1 0.0
H 0.613 -2.139 2.502 -0.1 0.0 0.0
H -1.162 6.364 -0.873 -0.1 0.1 0.0
H -2.102 2.798 5.088 -0.1 0.0 0.0
H 1.429 -4.401 -0.819 -0.1 0.0 0.0
H 3.509 3.277 -4.625 0.0 0.1 0.0
H 2.015 5.209 -4.334 0.0 0.1 -0.1
H -3.031 -7.214 0.782 0.0 -0.1 0.0
H -2.275 3.262 7.510 -0.1 0.0 0.0
H 3.540 1.455 -3.009 0.0 -0.1 0.0
H 3.762 -4.910 -1.380 0.0 -0.1 0.0
H -0.943 -6.365 -3.306 0.0 -0.1 -0.1
H 4.164 -1.108 -3.275 0.1 0.1 0.0
H 4.880 -1.096 0.235 0.1 0.0 0.0
H -5.841 1.966 -0.485 -0.1 0.0 0.0
H 3.338 2.388 5.901 0.1 0.0 0.1
H -2.696 -0.387 -6.261 0.0 0.0 -0.1
H 1.846 -0.558 -2.635 0.0 0.1 -0.1
H 3.887 0.689 -0.946 0.0 0.0 0.1
H -1.940 1.047 -2.755 0.2 0.1 0.1
H -4.015 -0.761 -4.205 -0.1 0.0 0.0
```
Positions in Å, forces in eV/Å.


ORCA calculation (wB97M-V/def2-TZVPD) on 2 unconnected molecules or ions with the total composition C5H14S at a distorted geometry.

Calculated values
E_LUMO = 1.0 eV
Relative energy (zero: lowest compared OMol25 entry of this formula, charge and spin) = 0.836 eV
HOMO energy = -0.3105 Ha
Multiplicity = 1
Energy = -597.046580 hartree

Geometry as XYZ:
```
20
Properties=species:S:1:pos:R:3:forces:R:3
S -0.082 1.311 -1.744 0.2 -0.8 -0.3
C -0.193 -0.183 -0.706 1.5 0.0 1.2
C -1.445 -0.991 -0.580 -1.1 -0.3 -0.4
C 0.720 -1.826 2.854 -1.3 2.4 -0.9
C -0.871 2.682 -0.863 -0.2 -1.0 -0.1
C 2.008 -2.037 2.130 2.3 -1.9 0.7
H -1.578 -1.685 -1.416 -0.2 0.4 -0.1
H -1.741 2.893 -1.485 0.3 0.9 0.2
H 0.245 -1.087 2.155 -0.6 -0.6 1.0
H 1.905 -2.486 1.131 -0.2 0.3 0.3
H -0.104 3.448 -0.712 -0.6 0.1 -0.2
H -1.264 2.336 0.086 0.1 0.0 0.3
H 0.054 -2.692 2.979 0.5 0.1 -0.2
H 0.793 -1.296 3.820 0.3 -0.4 -0.4
H 0.121 0.048 0.330 0.1 0.4 -0.5
H -2.291 -0.301 -0.504 -0.2 -0.3 -0.1
H 2.775 -1.240 2.072 -1.1 0.3 0.0
H 0.635 -0.801 -1.084 -0.2 0.2 0.0
H 2.571 -2.776 2.719 0.1 -0.3 -0.3
H -1.482 -1.633 0.310 0.4 0.3 0.0
```
Positions in Å, forces in eV/Å.


ORCA calculation (wB97M-V/def2-TZVPD) on a molecular structure, C19H41N4O6SY at a distorted geometry.

Calculated values
Charge = +2
E_LUMO = -5.0 eV
Relative energy (zero: lowest compared OMol25 entry of this formula, charge and spin) = 1.947 eV
HOMO energy = -0.4957 Ha
Multiplicity = 1
Energy = -1854.992730 hartree

Geometry as XYZ:
```
72
Properties=species:S:1:pos:R:3:forces:R:3
Y 0.043 0.029 -0.509 -0.2 0.3 0.5
S 1.714 2.557 0.112 -0.3 -0.5 -0.7
O -0.622 -1.571 1.755 0.1 0.2 -0.4
O -1.809 -1.123 -2.236 0.5 0.3 0.5
O -2.764 -0.212 0.129 0.2 -0.1 0.1
O -1.781 1.635 -1.936 0.6 -0.3 0.2
O 1.774 -2.506 0.730 0.0 0.0 -0.1
O -1.383 2.085 0.721 0.0 -0.3 -0.2
N 2.390 1.265 2.421 0.2 0.2 0.2
N 3.104 3.251 2.327 -0.1 -0.2 -0.1
N 1.783 0.079 2.043 -0.2 -0.1 -0.4
N 3.536 2.766 3.523 0.2 0.2 0.1
C 3.317 0.615 4.703 -0.1 -0.1 0.0
C 2.661 1.262 -2.981 0.1 -0.2 -0.1
C -1.563 3.218 -0.130 0.0 0.0 -0.2
C -2.662 1.097 -2.917 -0.1 -0.3 -0.1
C 2.300 -0.210 -3.137 0.1 -0.2 0.1
C -2.838 -1.870 -1.591 0.0 0.0 0.2
C -2.498 1.730 1.531 -0.1 -0.2 0.0
C 1.229 -0.339 -4.215 0.2 -0.1 0.1
C -2.209 -0.294 -3.329 0.0 0.2 -0.1
C -2.267 2.879 -1.434 -0.1 0.1 0.2
C -3.651 -1.038 -0.614 0.0 -0.1 -0.2
C 3.113 1.554 3.578 -0.1 -0.1 -0.1
C 2.396 2.366 1.623 0.0 -0.1 0.3
C -3.475 0.793 0.843 0.1 0.2 0.0
C -0.404 -2.963 1.488 0.2 -0.1 0.0
C -1.302 -1.332 2.986 -0.1 0.0 0.0
C 1.873 -0.875 -1.810 -0.9 0.9 0.0
C 1.055 -3.294 1.656 -0.1 0.0 0.1
C 3.047 -3.068 0.407 0.2 -0.1 0.0
H 1.640 -0.116 -5.200 -0.1 0.1 0.0
H -4.121 0.336 1.600 0.0 0.0 0.0
H -2.372 -1.525 2.876 0.0 0.0 0.0
H -2.081 3.677 -2.158 0.0 0.0 0.0
H 0.805 -1.346 -4.249 0.0 0.0 0.0
H 3.516 -2.415 -0.322 0.0 -0.1 0.1
H 1.264 -0.302 2.824 -0.1 0.0 0.0
H 3.335 4.190 2.046 0.0 0.0 0.0
H -3.678 1.080 -2.511 0.0 0.1 0.0
H -2.126 3.994 0.393 0.0 0.0 0.0
H 2.930 -4.063 -0.028 0.0 0.0 0.0
H 2.366 0.337 5.161 0.0 0.0 0.0
H 1.665 -1.935 -2.013 0.0 0.0 0.1
H 3.474 1.418 -2.272 -0.1 0.0 0.1
H 1.390 -3.074 2.679 0.0 -0.1 0.0
H 3.679 -3.143 1.296 0.0 0.0 0.0
H 1.786 1.825 -2.633 0.0 0.1 0.0
H -4.207 -1.705 0.052 0.0 0.0 0.0
H -1.146 -0.292 3.264 0.0 0.0 0.0
H -2.079 1.253 2.414 0.0 0.0 0.0
H -3.348 2.810 -1.285 0.0 -0.1 -0.1
H -2.325 -2.676 -1.064 0.0 0.0 0.0
H 2.965 1.686 -3.939 0.0 0.0 0.0
H -3.015 -0.772 -3.890 0.0 -0.1 0.0
H -1.006 -3.592 2.146 -0.1 0.1 0.0
H -3.509 -2.313 -2.330 0.1 -0.1 0.0
H -4.114 1.346 0.148 0.0 -0.1 0.0
H 3.922 1.112 5.456 0.0 0.0 0.0
H -2.672 1.728 -3.811 0.0 0.0 0.0
H 2.739 -0.854 -1.133 -0.1 0.1 0.0
H 3.829 -0.293 4.379 0.0 0.0 0.0
H -0.694 -3.157 0.452 0.0 0.0 0.0
H 2.481 -0.601 1.749 -0.1 -0.1 0.0
H 1.198 -4.365 1.477 0.1 0.0 -0.1
H 0.431 0.387 -4.018 0.1 0.0 -0.1
H -3.038 2.623 1.852 0.0 0.0 0.1
H -0.563 3.593 -0.330 0.0 0.0 0.1
H 3.195 -0.741 -3.482 0.0 0.1 -0.1
H -4.378 -0.418 -1.145 0.0 0.0 0.0
H -1.334 -0.220 -3.969 -0.1 -0.1 0.0
H -0.909 -1.968 3.781 0.1 0.0 0.0
```
Positions in Å, forces in eV/Å.


ORCA calculation (wB97M-V/def2-TZVPD) on 2 unconnected molecules or ions with the total composition C4H5ClO at a distorted geometry.

Calculated values
E_LUMO = -0.3 eV
Relative energy (zero: lowest compared OMol25 entry of this formula, charge and spin) = 5.155 eV
HOMO energy = -0.3752 Ha
Multiplicity = 1
Energy = -690.631632 hartree

Geometry as XYZ:
```
11
Properties=species:S:1:pos:R:3:forces:R:3
Cl -1.520 -1.164 -0.652 0.5 0.2 0.0
O 0.722 -1.285 0.936 0.6 0.4 -1.0
C 0.753 3.258 -0.991 0.4 0.2 -0.2
C 0.197 2.124 -1.308 0.4 1.0 0.3
C -0.020 -2.456 1.226 -0.1 -0.6 0.0
C 0.067 -1.871 -0.150 -1.7 -0.1 1.5
H 1.018 3.773 -0.071 -0.5 -0.6 0.4
H 1.190 3.881 -1.782 -0.4 -0.5 -0.5
H 0.532 -3.380 1.542 -0.4 1.1 -0.4
H 0.553 -2.167 -1.071 0.5 -0.3 0.5
H -0.911 -2.156 1.819 0.4 -0.9 -0.6
```
Positions in Å, forces in eV/Å.